No. 1
ORCA calculation (ωB97M-V/def2-TZVPD) on a 2-piece molecular cluster, C6H10N4O overall.

The HOMO-LUMO gap (alpha / beta) is 8.22 / 8.68 eV. Its LUMO energy (alpha / beta) is 0.268 / 0.669 eV. Its total charge is 0.

Atoms and positions in Å:
C 0.8154 -1.2683 0.3353
H 2.6291 1.9800 -0.3036
N -2.5949 -0.2526 -0.8993
H -2.6462 0.9155 2.0011
H 3.8117 0.0504 0.0002
C 2.7694 -0.1456 0.1406
H 0.4983 3.0262 -0.5129
N -2.4447 0.2018 1.2913
N 0.0266 2.2546 -0.1313
C 2.1030 1.0544 -0.0812
C 0.6869 1.0296 -0.1162
H 2.7837 -2.2311 0.3895
H -0.9645 -0.2238 0.0385
H -1.6475 -2.0458 -0.1395
O -2.6218 0.6404 0.0716
C 2.1533 -1.3193 0.3145
H 0.2556 -2.2551 0.4335
C 0.0585 -0.1610 0.0121
N -2.3494 -1.5173 -0.8003
H -2.3573 -1.9242 -1.6358
H -0.9653 2.1912 -0.4080



No. 2
ORCA calculation (ωB97M-V/def2-TZVPD) on C28H30AuBrN5O2 as an isolated structure.

The HOMO-LUMO gap is 6.99 eV. Its LUMO energy is -3.321 eV. Its total charge is +1.

Atoms and positions in Å:
H 2.0835 -1.0791 -1.9297
H 4.6538 1.3363 1.5103
C -2.3292 -2.6274 -4.5764
C 4.0881 0.7934 0.7624
N 0.0865 -3.8775 0.2085
H 5.8239 0.2832 -0.3843
C 4.0269 -0.4902 -1.2650
H -3.0808 -0.1552 -3.7721
Br -3.3204 -1.7281 -0.2852
H 3.6136 1.4019 4.1933
H 1.1266 5.0270 0.2728
N -2.0780 1.2998 -0.6916
C -3.1882 -0.5313 -1.7627
C -0.8608 3.3170 2.4068
H -0.5886 3.9388 -0.9055
C 0.1983 -3.8456 -1.1645
C -0.6216 3.1332 -0.1614
N 1.9398 0.6127 3.2387
H 4.5269 -0.9599 -2.1014
H 0.3771 -4.7267 -1.7541
H 3.8431 -0.2692 3.6352
H -2.7118 3.2068 -0.5586
H 2.0305 5.8903 2.3966
C -4.1181 -3.2933 -3.1159
H 0.1364 -4.7024 0.7836
C 2.6980 0.7538 0.8746
N -0.1648 -1.8048 -0.3734
H 1.4181 -1.3807 2.7178
H 2.8178 0.0657 5.0390
C -0.1295 -2.6338 0.6495
C 3.1133 0.4418 4.0583
C -3.0641 0.8879 -1.3790
C 2.6445 -0.5545 -1.1692
C -2.2625 -3.9122 -5.0912
C -3.2064 -0.9390 -3.0270
N -1.9887 2.5676 -0.2480
H 0.0999 -0.1724 2.6934
H -2.1492 2.1474 1.6222
H -4.8684 -3.0490 -2.3763
C 0.6874 4.7192 3.6062
C 2.0094 0.0677 -0.1090
C 0.7037 4.6954 1.2154
H 2.6036 2.3387 2.3224
C -4.0685 -4.5716 -3.6518
H 1.0937 5.0656 4.5477
H -0.7901 3.4416 4.5237
Au -0.0241 0.2544 -0.3073
C 0.0446 -2.5480 -1.5179
C -3.1303 -4.8906 -4.6234
C 1.2188 5.1755 2.4041
H 1.0348 1.7566 1.7775
H -0.2766 -2.3690 1.6821
C -3.2357 -2.3127 -3.5616
C 2.0324 1.4449 2.0681
H -3.8486 1.5737 -1.7011
C -0.3542 3.8118 3.6046
C -0.3311 3.7626 1.1921
H -4.7638 -5.3252 -3.3053
H 0.7492 -0.7548 4.2404
C 4.7487 0.1973 -0.3013
O -1.8517 2.3852 2.5113
H -1.6635 -1.8567 -4.9502
C 1.0126 -0.4781 3.2175
H -3.0795 -5.8951 -5.0229
H 0.0470 -2.1077 -2.5000
O 0.3544 2.1939 -0.4717
H -1.5378 -4.1469 -5.8601



No. 3
ORCA calculation (ωB97M-V/def2-TZVPD) on a 2-piece molecular cluster, C4H15N2O overall.

The HOMO-LUMO gap is 8.74 eV. Its LUMO energy is -3.271 eV. Its total charge is +1.

Atoms and positions in Å:
H -0.4037 -1.7805 0.6015
H -0.2528 -0.5608 1.6908
O -3.8299 2.1207 -0.5182
H -3.8935 2.4849 0.3714
C 0.0393 -1.0443 -1.7417
N 1.5750 -1.3209 1.1563
H 0.4972 -2.0369 -1.6703
N -0.6349 1.0401 -0.5917
H 2.7768 -0.7764 2.7014
H -4.3244 2.7095 -1.0883
H 1.3577 0.2244 -0.6635
H 3.3714 -0.0859 1.2511
C 2.4227 -0.3150 1.7607
H 1.8721 -2.2348 0.9118
H 1.9272 0.5994 2.0786
C 0.2413 -0.8962 0.7626
H -1.5883 0.6918 -0.4733
C 0.3486 -0.1724 -0.5672
H 0.4409 -0.6251 -2.6773
H -0.6338 1.5505 -1.4722
H -1.0206 -1.1973 -1.9846
H -0.2881 1.6253 0.1622



No. 4
ORCA calculation (ωB97M-V/def2-TZVPD) on C18H25F9N2O3Ta as an isolated structure.

The HOMO-LUMO gap is 7.41 eV. Its LUMO energy is 2.583 eV. Its total charge is -1.

Atoms and positions in Å:
H -3.7794 -0.2013 0.2518
Ta -1.3972 1.4122 0.0589
H 0.4876 2.9587 -1.3420
F -0.4375 -0.3183 4.9993
O 1.8599 2.6167 -3.7336
C 0.4461 1.8142 1.3802
F 0.6078 0.6031 6.6243
H -4.4641 -2.3294 0.0234
C 2.0202 -1.5716 -4.0271
H 3.3025 -2.8821 -0.6965
H -5.1146 -2.0916 -2.8639
H -1.9154 3.1831 0.3155
H 0.1273 -0.8360 -0.2546
C 2.7407 -0.7511 -3.2088
C 1.7580 -2.8447 -3.6396
N -0.8670 -0.6444 -0.1806
H 1.1860 -3.4648 -4.3128
C 0.8612 1.0427 -2.2126
C 1.9103 1.5137 -3.2174
H 0.2503 2.6658 2.0262
H -2.3891 0.9357 1.5808
F 0.6042 3.0380 4.9058
C 2.0297 0.8225 3.1665
H -0.0221 0.1395 2.6893
C -0.0909 2.1219 -1.7308
C 1.8120 0.4539 4.6576
H -3.0582 -1.0637 -2.3413
H -2.7812 -2.5500 -0.4329
H 0.2682 0.2341 -2.6297
C -3.9229 -1.1621 -1.6754
H 1.1952 -0.1510 1.4832
H -4.9179 0.5098 -0.8677
H -4.1018 -3.3177 -1.3561
H 3.0410 0.6779 -4.6038
C 2.1983 -3.3108 -2.4397
H -1.2683 -0.9523 -1.0622
H 1.9380 -4.3200 -2.1651
F 2.1513 -0.8146 4.9031
C -3.9108 0.0852 -0.7905
H 1.4033 0.6811 -1.3380
C 3.2083 -1.2197 -2.0281
F 2.5092 2.0620 3.0713
H 1.2842 2.0885 0.7374
F 3.0718 0.0167 2.7609
O -5.1103 -1.2189 -2.4653
C 0.4025 0.6731 5.2847
F -1.0252 2.3359 6.1369
O -3.0039 1.0834 -1.2190
C 2.9409 -2.4998 -1.6386
H 1.6586 -1.1940 -4.9715
C -0.2814 2.0595 5.0369
C -3.7846 -2.4189 -0.8245
H 3.7925 -0.5976 -1.3688
C 0.8498 0.5759 2.2094
N 2.9862 0.6211 -3.5940
F -1.1209 2.0141 4.0248
F 2.6561 1.2209 5.3919
H -0.7946 2.4653 -2.4875



No. 5
ORCA calculation (ωB97M-V/def2-TZVPD) on C42H57BCsN5O4P2S as an isolated structure.

The HOMO-LUMO gap is 3.75 eV. Its LUMO energy is 2.928 eV. Its total charge is -2.

Atoms and positions in Å:
H 1.3245 -2.7047 2.9327
H -3.2819 6.9389 1.7362
H -0.7245 -1.2476 -2.5939
C -3.0414 5.2127 0.5262
N 2.5687 1.9675 3.2070
H -2.9460 1.1632 -3.3357
N -2.6980 3.4574 -1.1102
C 4.1149 2.7797 -2.6554
H -3.3795 -1.2643 2.9194
H 3.2778 -5.2912 -0.9197
C 0.7809 -4.5263 -0.3682
H 0.9278 -3.8830 0.5021
H -3.7512 1.9995 5.2708
H -0.8868 -2.9964 -2.6068
H 0.6443 0.2175 -3.1123
C -2.8580 5.2404 -3.2295
C -2.9080 4.7804 -0.8520
H -2.9197 5.9461 -4.0524
O 3.1282 2.8688 0.8262
H -0.5228 0.6658 6.2347
H -0.8027 2.0840 5.2286
O 8.7572 3.2393 -3.0887
N -2.3197 -1.3523 1.1192
C -2.2505 0.5072 4.8790
H -2.5559 3.5195 -4.4571
H 1.0890 -2.3009 5.2235
C -2.9229 -2.5361 0.7462
H -2.8875 2.2811 3.7553
C -3.7928 -4.8662 -0.5020
H -4.1411 -5.7699 -0.9890
H 3.6953 -1.3102 -4.4768
H -1.6447 -3.1109 2.8601
H -1.2545 1.4466 -2.9179
N -1.3392 -2.0509 -0.7885
H -3.6121 -1.1937 5.0382
H 0.0149 -1.8691 -4.5845
H 5.5013 3.0266 0.4080
Cs -0.1691 2.4280 0.7020
P 1.2816 -2.2036 -1.7044
C 6.4776 3.0101 -2.8226
H -0.5646 -3.7401 4.1052
H 1.9605 0.3682 -4.2908
C -0.5612 -2.1491 -1.9977
C -2.9707 -0.5829 5.6772
H 1.0219 -0.5433 5.0891
H 1.4150 -5.9948 -2.4842
H 3.1304 2.6645 -3.0887
H 3.9187 -1.5776 -2.7436
C 0.7370 -1.8073 2.6987
C -2.6598 3.9154 -3.4535
H 1.0817 -5.5448 -0.0958
C 1.3001 -4.9405 -2.7646
C -4.3754 -4.4492 0.6838
B -1.3168 -0.8816 0.1348
C -2.7176 -0.6389 2.3146
H 5.1962 2.8179 -4.5230
O 1.8787 2.5402 -1.0129
H -2.3864 1.0125 -1.6450
H -3.3816 8.5621 -0.1012
C -3.9467 -3.2774 1.3163
C -2.5691 3.0367 -2.3415
C -1.2962 1.2893 5.7908
P -1.2746 -0.0341 3.3354
O 7.5605 3.0563 -4.8583
C -0.3437 -1.6259 3.7768
C -2.9801 5.7285 -1.9066
C 1.8446 -1.6044 -3.4111
H -3.2061 7.8050 -2.4668
C 5.4582 2.9852 -0.6716
H -4.1221 1.0252 3.8495
C -2.2846 1.5782 -2.5706
C -3.2556 7.5097 -0.3356
C 5.2478 2.8647 -3.4454
C 3.3350 -1.8834 -3.6151
H 2.2918 0.3504 -2.5462
C -3.1956 6.5875 0.7157
C -3.3114 1.5068 4.3966
C 6.6035 3.0718 -1.4437
C 2.9427 2.7340 -0.4142
H 3.5342 -2.9375 -3.8142
H -3.2742 0.2626 2.0426
C 3.0957 -4.2392 -1.1693
H 1.4813 -1.6528 -5.5340
H 2.7008 2.3079 2.2167
H -4.4218 -2.9536 2.2343
H -3.6127 -0.1107 6.4310
C 1.6240 -4.0570 -1.5617
C 2.4558 1.5981 4.3013
H -0.2843 -4.5411 -0.5925
C 1.6709 -0.0798 -3.3324
H 7.5817 3.1853 -1.0012
H 3.7842 -3.9619 -1.9666
H -2.2857 -1.2483 6.2019
C -1.2011 -2.8893 3.8309
H -5.1780 -5.0291 1.1247
H -2.0036 -2.8236 4.5665
H 0.2703 -4.8034 -3.1020
C 1.0742 -2.1223 -4.6303
H -0.2435 -1.4228 5.9699
C -2.7582 -4.1260 -1.0855
H 1.9667 -4.7509 -3.6071
C -2.3167 -2.9692 -0.4614
H -1.8675 1.7522 6.6045
C 4.2111 2.8390 -1.2693
C 0.4111 -1.4482 5.0998
H 1.1601 -3.2016 -4.7517
H -2.3187 -4.4629 -2.0175
H 3.3345 -3.6356 -0.2914
S -3.0239 4.1314 1.8694
N 7.6856 3.1039 -3.6493
C -3.1600 7.1036 -1.6409
H 1.4143 -0.9507 2.6812
H 0.3154 -1.9046 1.6988



No. 6
ORCA calculation (ωB97M-V/def2-TZVPD) on FK2Zn as an isolated structure.

The HOMO-LUMO gap is 10.00 eV. Its LUMO energy is -17.244 eV. Its total charge is +3.

Atoms and positions in Å:
K 1.6809 1.1342 -0.6071
K -2.0813 1.3510 -0.9514
F -0.3230 -0.5209 0.3491
Zn 0.7235 -1.9644 1.2094



Number 1: F_max 7.440 eV Å⁻¹, energy -14384.609 eV. Number 2: F_max 0.984 eV Å⁻¹, energy -114794.455 eV. Number 3: F_max 2.608 eV Å⁻¹, energy -9411.791 eV. Number 4: F_max 2.659 eV Å⁻¹, energy -54202.411 eV. Number 5: F_max 1.207 eV Å⁻¹, energy -90758.304 eV. Number 6: F_max 3.075 eV Å⁻¹, energy -83754.473 eV.